Record 1
ORCA calculation (ωB97M-V/def2-TZVPD) on 11 unconnected molecules or ions with the total composition C42H116N10O12 at a distorted geometry.

Element x y z (Å)
C1 1.906 0.254 -9.010
O1 1.056 -0.275 -7.938
C2 1.006 0.464 -6.702
C3 2.349 0.564 -5.961
C4 2.947 -0.766 -5.893
N1 2.239 1.017 -4.588
H1 2.915 -0.137 -9.142
H2 1.659 1.287 -9.253
H3 1.696 -0.375 -9.875
H4 0.511 1.428 -6.820
H5 0.238 -0.092 -6.165
H6 2.908 1.303 -6.536
H7 3.215 -1.243 -6.836
H8 2.327 -1.452 -5.316
H9 3.890 -0.711 -5.347
H10 1.582 0.515 -4.009
H11 3.158 0.929 -4.179
C5 0.486 1.920 2.093
O2 1.148 0.942 1.296
C6 1.014 1.083 -0.131
C7 -0.371 0.530 -0.645
C8 -0.444 -0.963 -0.278
N2 -0.542 0.664 -2.090
H12 0.638 1.589 3.120
H13 -0.588 1.972 1.915
H14 1.002 2.859 1.892
H15 1.083 2.110 -0.491
H16 1.843 0.496 -0.525
H17 -1.146 1.125 -0.162
H18 -0.002 -1.658 -0.993
H19 -1.482 -1.216 -0.065
H20 0.052 -1.292 0.635
H21 -0.690 1.658 -2.183
H22 -1.401 0.344 -2.514
C9 3.989 0.219 2.335
O3 4.463 -1.070 2.588
C10 5.220 -1.743 1.611
C11 4.200 -2.832 1.213
C12 5.014 -3.826 0.294
N3 3.131 -2.111 0.514
H23 4.736 0.985 2.545
H24 3.236 0.498 3.072
H25 3.481 0.344 1.379
H26 5.679 -1.057 0.900
H27 6.002 -2.202 2.216
H28 3.993 -3.314 2.169
H29 5.375 -3.431 -0.656
H30 4.358 -4.629 -0.041
H31 5.737 -4.495 0.761
H32 2.988 -1.368 1.183
H33 3.640 -1.676 -0.242
C13 -5.796 1.183 -1.984
O4 -5.681 2.115 -0.908
C14 -5.017 3.361 -1.229
C15 -4.906 4.293 0.018
C16 -5.808 5.566 0.023
N4 -3.513 4.619 0.354
H34 -4.813 0.724 -2.088
H35 -5.867 1.746 -2.914
H36 -6.670 0.533 -2.007
H37 -4.046 3.062 -1.624
H38 -5.587 3.907 -1.980
H39 -5.126 3.647 0.868
H40 -6.875 5.352 -0.050
H41 -5.485 6.211 -0.794
H42 -5.688 6.058 0.989
H43 -3.009 3.805 0.674
H44 -3.322 5.354 1.019
C17 0.165 3.596 6.286
O5 1.381 3.526 5.612
C18 2.151 4.684 5.961
C19 3.549 4.549 5.366
C20 4.068 3.079 5.308
N5 4.532 5.432 5.916
H45 0.073 4.264 7.143
H46 -0.035 2.691 6.860
H47 -0.617 3.787 5.551
H48 1.670 5.597 5.610
H49 2.124 4.674 7.050
H50 3.394 4.703 4.298
H51 3.536 2.411 4.630
H52 4.076 2.665 6.316
H53 5.115 2.943 5.037
H54 4.881 5.067 6.791
H55 4.183 6.331 6.215
C21 -3.217 -1.798 2.202
O6 -3.873 -0.589 1.742
C22 -4.866 -0.226 2.707
C23 -5.982 -1.279 2.996
C24 -6.886 -1.715 1.842
N6 -6.876 -0.694 3.974
H56 -3.529 -2.702 1.679
H57 -3.259 -1.966 3.278
H58 -2.128 -1.784 2.174
H59 -4.358 0.076 3.623
H60 -5.388 0.644 2.309
H61 -5.631 -2.195 3.471
H62 -7.157 -0.821 1.280
H63 -7.873 -2.050 2.159
H64 -6.392 -2.335 1.093
H65 -6.554 0.135 4.454
H66 -7.657 -0.418 3.396
C25 -0.780 -5.372 -3.080
O7 -1.365 -4.241 -3.792
C26 -2.230 -3.442 -2.990
C27 -3.046 -2.426 -3.750
C28 -4.163 -3.052 -4.584
N7 -2.170 -1.481 -4.499
H67 -1.343 -6.298 -2.965
H68 -0.200 -5.094 -2.200
H69 -0.035 -5.565 -3.852
H70 -2.872 -4.158 -2.477
H71 -1.653 -2.948 -2.208
H72 -3.626 -1.859 -3.021
H73 -4.799 -2.410 -5.195
H74 -4.787 -3.659 -3.928
H75 -3.658 -3.697 -5.303
H76 -1.465 -2.063 -4.929
H77 -2.609 -0.861 -5.163
C29 -1.492 -7.717 1.523
O8 -0.807 -7.040 0.410
C30 0.423 -6.298 0.796
C31 0.056 -5.040 1.577
C32 -0.702 -4.089 0.735
N8 1.176 -4.321 2.019
H78 -0.899 -8.204 2.297
H79 -2.072 -8.524 1.076
H80 -2.117 -6.908 1.902
H81 1.151 -6.820 1.417
H82 0.902 -6.122 -0.167
H83 -0.410 -5.249 2.540
H84 -0.065 -3.704 -0.061
H85 -1.270 -3.364 1.319
H86 -1.462 -4.744 0.309
H87 0.891 -3.620 2.688
H88 1.740 -3.852 1.326
C33 -1.006 -1.379 5.301
O9 -0.045 -2.348 5.304
C34 1.210 -1.852 4.906
C35 2.323 -2.797 5.286
C36 2.284 -2.958 6.856
N9 3.633 -2.471 4.871
H89 -0.974 -0.643 6.105
H90 -1.993 -1.838 5.262
H91 -1.185 -0.835 4.374
H92 1.232 -1.863 3.817
H93 1.434 -0.870 5.323
H94 1.987 -3.716 4.806
H95 1.313 -3.320 7.196
H96 2.598 -2.144 7.508
H97 3.004 -3.750 7.062
H98 3.650 -2.028 3.964
H99 3.806 -1.735 5.541
C37 -2.210 2.943 -4.987
O10 -1.193 3.648 -4.284
C38 -1.423 5.117 -4.147
C39 -0.218 5.765 -3.437
C40 -0.680 7.083 -2.899
N10 0.837 5.939 -4.470
H100 -3.034 2.754 -4.299
H101 -1.666 2.001 -5.058
H102 -2.490 3.374 -5.948
H103 -1.713 5.459 -5.141
H104 -2.260 5.245 -3.462
H105 0.199 5.049 -2.728
H106 -0.951 7.714 -3.746
H107 0.195 7.564 -2.461
H108 -1.538 7.167 -2.232
H109 0.956 4.971 -4.729
H110 1.657 6.178 -3.931
O11 5.382 -0.177 -1.416
C41 5.282 1.000 -2.114
C42 6.586 1.361 -2.831
O12 7.086 0.243 -3.635
H111 5.526 -0.899 -2.032
H112 4.533 0.840 -2.889
H113 4.976 1.858 -1.515
H114 7.321 1.425 -2.029
H115 6.558 2.326 -3.338
H116 7.913 -0.143 -3.336

Calculated values
* energy: -84893.4321 eV
* structure (SMILES): COC[C@H](C)N.COC[C@H](C)N.COC[C@H](C)N.COC[C@H](C)N.COC[C@H](C)N.COC[C@H](C)N.COC[C@H](C)N.COC[C@H](C)N.COC[C@H](C)N.COC[C@H](C)N.OCCO
* energy above the lowest of the compared OMol25 structures with the same formula, charge and spin: 148.6 kcal/mol
* multiplicity: 1
* LUMO: 0.3 eV
* charge: 0
* frontier orbital gap: 0.3182 hartree

Results of the Löwdin charge analysis, in e, for atoms 1 through 99: number 1, C, carries -0.091; number 2, O, carries -0.197; number 3, C, carries -0.189; number 4, C, carries -0.455; number 5, C, carries -0.081; number 6, N, carries 0.050; number 7, H, carries 0.077; number 8, H, carries 0.092; number 9, H, carries 0.074; number 10, H, carries 0.114; number 11, H, carries 0.112; number 12, H, carries 0.139; number 13, H, carries 0.077; number 14, H, carries 0.096; number 15, H, carries 0.074; number 16, H, carries 0.059; number 17, H, carries 0.025; number 18, C, carries -0.079; number 19, O, carries -0.239; number 20, C, carries -0.159; number 21, C, carries -0.395; number 22, C, carries -0.069; number 23, N, carries 0.056; number 24, H, carries 0.081; number 25, H, carries 0.077; number 26, H, carries 0.090; number 27, H, carries 0.115; number 28, H, carries 0.113; number 29, H, carries 0.119; number 30, H, carries 0.070; number 31, H, carries 0.062; number 32, H, carries 0.057; number 33, H, carries 0.055; number 34, H, carries 0.049; number 35, C, carries -0.100; number 36, O, carries -0.258; number 37, C, carries -0.179; number 38, C, carries -0.381; number 39, C, carries -0.048; number 40, N, carries 0.081; number 41, H, carries 0.092; number 42, H, carries 0.078; number 43, H, carries 0.071; number 44, H, carries 0.119; number 45, H, carries 0.128; number 46, H, carries 0.126; number 47, H, carries 0.066; number 48, H, carries 0.058; number 49, H, carries 0.075; number 50, H, carries 0.034; number 51, H, carries 0.058; number 52, C, carries -0.101; number 53, O, carries -0.213; number 54, C, carries -0.164; number 55, C, carries -0.398; number 56, C, carries -0.049; number 57, N, carries 0.012; number 58, H, carries 0.077; number 59, H, carries 0.071; number 60, H, carries 0.089; number 61, H, carries 0.109; number 62, H, carries 0.115; number 63, H, carries 0.119; number 64, H, carries 0.076; number 65, H, carries 0.074; number 66, H, carries 0.068; number 67, H, carries 0.060; number 68, H, carries 0.062; number 69, C, carries -0.140; number 70, O, carries -0.193; number 71, C, carries -0.195; number 72, C, carries -0.437; number 73, C, carries -0.052; number 74, N, carries 0.039; number 75, H, carries 0.082; number 76, H, carries 0.083; number 77, H, carries 0.091; number 78, H, carries 0.127; number 79, H, carries 0.118; number 80, H, carries 0.129; number 81, H, carries 0.055; number 82, H, carries 0.076; number 83, H, carries 0.075; number 84, H, carries 0.072; number 85, H, carries 0.070; number 86, C, carries -0.112; number 87, O, carries -0.166; number 88, C, carries -0.189; number 89, C, carries -0.442; number 90, C, carries -0.056; number 91, N, carries 0.022; number 92, H, carries 0.094; number 93, H, carries 0.071; number 94, H, carries 0.052; number 95, H, carries 0.117; number 96, H, carries 0.121; number 97, H, carries 0.120; number 98, H, carries 0.074; number 99, H, carries 0.081

---

Record 2
ORCA calculation (ωB97M-V/def2-TZVPD) on a molecular structure, C18H32DyNO5P2S at a distorted geometry.

Element x y z (Å)
C1 -0.791 3.843 -1.820
C2 -0.894 2.499 -1.374
N1 -0.017 2.022 -0.390
C3 0.848 2.900 0.175
C4 0.896 4.247 -0.178
C5 0.067 4.717 -1.199
C6 -1.919 1.668 -1.857
P1 -2.359 0.068 -1.205
Dy1 -0.152 -0.270 0.355
P2 2.366 0.630 1.100
C7 1.769 2.403 1.278
C8 -0.160 -2.723 0.203
C9 -1.216 -3.377 0.813
C10 -1.137 -4.773 1.028
C11 0.013 -5.473 0.647
C12 1.071 -4.796 0.033
C13 0.980 -3.401 -0.187
O1 -0.948 0.834 -4.514
O2 0.400 -1.662 -3.779
H1 -1.464 4.160 -2.618
H2 1.602 4.887 0.341
H3 0.094 5.761 -1.477
C14 -3.758 0.680 -0.186
C15 -3.174 -0.959 -2.467
H4 2.672 3.035 1.311
H5 1.258 2.453 2.256
H6 -1.074 1.135 -3.619
H7 -2.654 2.132 -2.521
C16 2.942 0.335 2.807
C17 3.931 0.863 0.204
H8 -2.116 -2.841 1.126
H9 -1.973 -5.301 1.500
H10 0.082 -6.548 0.821
H11 1.972 -5.337 -0.271
H12 1.806 -2.875 -0.676
H13 0.720 -0.747 -1.624
H14 -0.345 -2.141 -3.318
H15 -0.115 -0.833 -3.664
H16 -0.106 1.321 -4.663
H17 1.313 -0.719 -1.177
H18 -4.616 0.851 -0.842
H19 -3.976 -0.071 0.578
H20 -3.466 1.618 0.301
H21 -4.012 -0.415 -2.913
H22 -2.474 -1.264 -3.258
H23 -3.545 -1.860 -1.967
H24 4.685 1.362 0.826
H25 4.306 -0.131 -0.080
H26 3.765 1.446 -0.709
H27 3.904 0.835 2.986
H28 2.183 0.664 3.532
H29 3.075 -0.751 2.917
C18 -0.477 -1.798 4.139
S1 -1.086 -0.172 3.692
O3 -2.408 -0.012 4.240
O4 -0.053 0.817 3.979
O5 -1.208 -0.325 2.148
H30 -1.263 -2.534 3.924
H31 -0.253 -1.792 5.210
H32 0.423 -2.014 3.554

Calculated values
* energy: -84408.5274 eV
* energy above the lowest of the compared OMol25 structures with the same formula, charge and spin: 1.5 kcal/mol
* multiplicity: 6
* LUMO (alpha / beta): -0.1 / 0.0 eV
* charge: 0
* frontier orbital gap (alpha / beta): 0.2511 / 0.2551 hartree

Want to see where the charge sits? The Löwdin charges in e are: number 1, C, carries -0.049; number 2, C, carries -0.365; number 3, N, carries -0.056; number 4, C, carries -0.350; number 5, C, carries -0.067; number 6, C, carries -0.073; number 7, C, carries -0.359; number 8, P, carries 0.752; number 9, Dy, carries 1.163; number 10, P, carries 0.808; number 11, C, carries -0.273; number 12, C, carries -0.335; number 13, C, carries -0.177; number 14, C, carries -0.098; number 15, C, carries -0.110; number 16, C, carries -0.099; number 17, C, carries -0.176; number 18, O, carries -0.073; number 19, O, carries -0.104; number 20, H, carries 0.115; number 21, H, carries 0.103; number 22, H, carries 0.107; number 23, C, carries -0.250; number 24, C, carries -0.244; number 25, H, carries 0.096; number 26, H, carries 0.091; number 27, H, carries -0.054; number 28, H, carries 0.082; number 29, C, carries -0.258; number 30, C, carries -0.266; number 31, H, carries 0.083; number 32, H, carries 0.097; number 33, H, carries 0.097; number 34, H, carries 0.095; number 35, H, carries 0.068; number 36, H, carries 0.053; number 37, H, carries 0.050; number 38, H, carries -0.021; number 39, H, carries 0.074; number 40, H, carries 0.028; number 41, H, carries 0.048; number 42, H, carries 0.037; number 43, H, carries 0.055; number 44, H, carries 0.053; number 45, H, carries 0.031; number 46, H, carries 0.050; number 47, H, carries 0.051; number 48, H, carries 0.048; number 49, H, carries 0.054; number 50, H, carries 0.052; number 51, H, carries 0.027; number 52, H, carries 0.047; number 53, C, carries -0.128; number 54, S, carries 0.486; number 55, O, carries -0.300; number 56, O, carries -0.346; number 57, O, carries -0.577; number 58, H, carries 0.073; number 59, H, carries 0.072; number 60, H, carries 0.061